The following is a quantum chemistry calculation of 5 unconnected molecules or ions with the total composition C28H32F4N2O21P at a distorted geometry, from OMol25.

Calculated values
* HOMO energy: -12.350 eV
* Kohn-Sham gap: 7.196 eV
* LUMO: -5.1534 eV
* energy: -95677.928 eV
* strongest force on any atom: 6.6 eV/Å
* total charge: +1
* spin multiplicity: 1

Last column: Mulliken charge in e.
Positions of all 88 atoms, in Å:
O  2.167  -0.895  3.308  -0.509
C  1.707  0.155  3.800  -0.054
O  2.434  1.186  4.433  -0.254
C  3.809  1.273  3.964  -0.576
P  4.927  0.657  5.371  0.995
O  4.890  1.768  6.452  -0.651
O  4.231  -0.810  5.937  -0.498
O  6.491  0.436  4.723  -0.455
C  0.102  0.358  3.774  0.750
C  -0.545  0.737  5.145  -0.824
C  -2.067  0.983  5.165  0.219
O  -2.640  1.351  6.425  -0.420
N  -2.899  0.864  3.963  0.709
C  -4.333  1.174  4.136  0.030
C  -4.825  2.565  4.591  -0.389
C  -6.315  2.816  4.751  -0.227
N  -7.445  1.983  4.516  -0.467
C  -6.941  0.734  4.058  -0.231
C  -5.520  0.229  3.860  -0.132
C  -2.311  0.490  2.675  0.730
C  -3.221  0.383  1.340  0.062
O  -4.099  -0.762  1.331  -0.355
C  -3.381  -2.007  1.449  -0.347
O  -3.581  -2.479  2.818  -0.290
C  -2.359  -3.110  3.282  0.308
C  -2.620  -3.963  4.627  -0.359
O  -1.563  -3.779  5.598  -0.498
C  -0.773  0.208  2.505  -0.406
H  4.007  0.793  2.948  0.463
H  4.039  2.402  3.858  0.303
H  3.389  -0.531  6.362  0.317
H  6.318  0.245  3.760  0.385
H  0.116  0.857  6.062  0.471
H  -3.045  0.548  6.836  0.370
H  -4.071  3.395  4.807  0.314
H  -6.596  3.871  5.131  0.305
H  -7.772  -0.025  3.793  0.309
H  -5.328  -0.841  3.507  0.217
H  -3.906  1.310  1.235  0.570
H  -2.509  0.375  0.428  -0.607
H  -3.864  -2.770  0.733  0.324
H  -2.275  -1.909  1.177  0.233
H  -1.604  -2.275  3.563  -0.257
H  -1.919  -3.802  2.482  0.292
H  -3.616  -3.687  5.127  0.218
H  -2.704  -5.080  4.353  0.281
H  -1.361  -2.815  5.672  0.288
H  -0.309  -0.058  1.484  0.379
C  -0.598  -0.518  -3.442  -0.570
C  -0.423  -1.167  -2.108  0.370
O  -0.515  -0.079  -1.206  -0.193
C  -1.325  0.832  -1.819  0.555
O  -1.847  1.753  -1.256  -0.562
O  -1.475  0.563  -3.144  -0.274
F  0.806  -1.719  -1.992  -0.293
H  0.339  -0.124  -3.846  0.313
H  -1.040  -1.191  -4.178  0.334
H  -1.188  -1.911  -1.865  0.287
C  8.358  -1.963  1.977  -0.442
C  9.056  -1.544  0.723  0.283
O  8.016  -0.986  -0.055  -0.311
C  7.117  -0.495  0.840  0.602
O  6.246  0.280  0.565  -0.501
O  7.332  -0.985  2.094  -0.249
F  9.559  -2.614  0.067  -0.279
H  7.906  -2.955  1.898  0.268
H  9.017  -1.947  2.847  0.305
H  9.843  -0.799  0.874  0.294
C  -3.113  1.182  -6.491  -0.401
C  -2.251  1.920  -7.464  0.301
O  -0.957  1.413  -7.199  -0.267
C  -1.152  0.145  -6.745  0.722
O  -0.287  -0.686  -6.675  -0.561
O  -2.449  -0.071  -6.387  -0.303
F  -2.254  3.248  -7.206  -0.303
H  -3.144  1.659  -5.508  0.241
H  -4.135  1.055  -6.852  0.285
H  -2.505  1.745  -8.514  0.319
C  1.574  1.717  -9.627  -0.229
C  1.086  0.605  -10.499  0.336
O  1.474  1.016  -11.793  -0.310
C  2.592  1.776  -11.613  0.557
O  3.351  2.072  -12.487  -0.492
O  2.741  2.151  -10.309  -0.332
F  -0.267  0.515  -10.462  -0.294
H  0.862  2.545  -9.561  0.254
H  1.813  1.379  -8.617  0.196
H  1.528  -0.370  -10.275  0.306